Below is 8 unconnected molecules or ions with the total composition C30H62Cl4O14 at a distorted geometry, with properties calculated with ωB97M-V/def2-TZVPD.

Computed properties:
Relative energy (zero: lowest compared OMol25 entry of this formula, charge and spin), kJ/mol: 0.00
DFT total energy, Eh: -4074.14487
F_max, eV/Å: 1.9
HOMO, eV: -9.48
Net charge: 0

Last columns: bonded neighbours and bond lengths (Å).
Geometry (Å):
1 O 1.806 -1.998 -0.625  C2 1.212
2 C 1.470 -0.945 -1.124  O1 1.212, C3 1.461, C9 1.500
3 C 2.207 0.309 -0.989  C2 1.461, C4 1.334, H11 1.081
4 C 1.716 1.472 -1.420  C3 1.334, O5 1.351, C6 1.514
5 O 2.465 2.584 -1.255  C4 1.351, H12 0.977
6 C 0.378 1.643 -2.109  C4 1.514, O7 1.205, C8 1.460
7 O -0.079 2.689 -2.494  C6 1.205
8 C -0.343 0.378 -2.216  C6 1.460, C9 1.337, H13 1.084
9 C 0.170 -0.805 -1.859  C2 1.500, C8 1.337, O10 1.340
10 O -0.581 -1.907 -1.985  C9 1.340, H14 0.970
11 H 3.166 0.282 -0.490  C3 1.081
12 H 2.040 3.331 -1.721  O5 0.977
13 H -1.324 0.399 -2.675  C8 1.084
14 H -0.022 -2.699 -2.022  O10 0.970
15 C 2.190 5.056 -4.157  O16 1.399, H21 1.089, H22 1.094, H23 1.100
16 O 2.327 5.135 -2.767  C15 1.399, C17 1.420
17 C 3.645 5.450 -2.342  O16 1.420, C18 1.510, H24 1.094, H25 1.098
18 C 3.681 6.130 -0.995  C17 1.510, O19 1.418, H26 1.098, H27 1.096
19 O 2.910 7.319 -1.009  C18 1.418, C20 1.405
20 C 2.848 7.976 0.232  O19 1.405, H28 1.084, H29 1.097, H30 1.096
21 H 2.248 5.999 -4.698  C15 1.089
22 H 1.237 4.574 -4.393  C15 1.094
23 H 2.867 4.293 -4.569  C15 1.100
24 H 4.135 5.995 -3.154  C17 1.094
25 H 4.221 4.518 -2.259  C17 1.098
26 H 4.687 6.509 -0.773  C18 1.098
27 H 3.309 5.455 -0.215  C18 1.096
28 H 2.316 8.915 0.125  C20 1.084
29 H 3.851 8.170 0.631  C20 1.097
30 H 2.329 7.314 0.935  C20 1.096
31 C 5.207 -6.205 -0.056  O32 1.402, H37 1.094, H38 1.098, H39 1.090
32 O 5.728 -5.466 1.015  C31 1.402, C33 1.408
33 C 5.206 -4.166 1.149  O32 1.408, C34 1.521, H40 1.099, H41 1.087
34 C 3.865 -4.122 1.866  C33 1.521, O35 1.411, H42 1.096, H43 1.097
35 O 2.806 -4.732 1.161  C34 1.411, C36 1.399
36 C 1.548 -4.419 1.685  O35 1.399, H44 1.093, H45 1.097, H46 1.096
37 H 5.284 -5.745 -1.046  C31 1.094
38 H 4.150 -6.454 0.104  C31 1.098
39 H 5.713 -7.171 -0.039  C31 1.090
40 H 5.026 -3.730 0.156  C33 1.099
41 H 5.921 -3.556 1.694  C33 1.087
42 H 3.607 -3.077 2.075  C34 1.096
43 H 3.989 -4.576 2.858  C34 1.097
44 H 1.167 -3.429 1.424  C36 1.093
45 H 1.491 -4.597 2.766  C36 1.097
46 H 0.827 -5.131 1.269  C36 1.096
47 C 1.247 -2.342 6.901  O48 1.404, H53 1.093, H54 1.093, H55 1.097
48 O 1.818 -1.920 5.689  C47 1.404, C49 1.398
49 C 0.932 -1.241 4.848  O48 1.398, C50 1.536, H56 1.097, H57 1.098
50 C 1.658 -0.971 3.521  C49 1.536, O51 1.412, H58 1.099, H59 1.091
51 O 2.672 -0.004 3.696  C50 1.412, C52 1.400
52 C 3.193 0.479 2.490  O51 1.400, H60 1.093, H61 1.096, H62 1.097
53 H 2.034 -2.684 7.579  C47 1.093
54 H 0.557 -3.167 6.707  C47 1.093
55 H 0.796 -1.546 7.506  C47 1.097
56 H 0.584 -0.272 5.226  C49 1.097
57 H 0.019 -1.785 4.572  C49 1.098
58 H 0.900 -0.442 2.928  C50 1.099
59 H 1.963 -1.939 3.123  C50 1.091
60 H 3.870 1.302 2.732  C52 1.093
61 H 2.398 0.896 1.860  C52 1.096
62 H 3.812 -0.274 1.988  C52 1.097
63 C -6.669 6.349 1.337  O64 1.407, H69 1.099, H70 1.096, H71 1.087
64 O -5.493 5.862 0.737  C63 1.407, C65 1.421
65 C -5.592 5.928 -0.679  O64 1.421, C66 1.522, H72 1.092, H73 1.095
66 C -4.209 5.638 -1.246  C65 1.522, O67 1.408, H74 1.093, H75 1.099
67 O -3.913 4.295 -0.944  C66 1.408, C68 1.405
68 C -2.746 3.813 -1.561  O67 1.405, H76 1.097, H77 1.089, H78 1.098
69 H -7.505 5.677 1.098  C63 1.099
70 H -6.997 7.334 0.985  C63 1.096
71 H -6.551 6.398 2.416  C63 1.087
72 H -5.979 6.872 -1.070  C65 1.092
73 H -6.256 5.107 -0.968  C65 1.095
74 H -3.410 6.291 -0.887  C66 1.093
75 H -4.273 5.746 -2.338  C66 1.099
76 H -2.846 3.646 -2.640  C68 1.097
77 H -2.408 2.874 -1.126  C68 1.089
78 H -1.964 4.563 -1.382  C68 1.098
79 C -4.050 -5.418 -0.646  O80 1.413, H85 1.098, H86 1.090, H87 1.094
80 O -4.483 -4.890 -1.883  C79 1.413, C81 1.399
81 C -4.236 -3.521 -2.042  O80 1.399, C82 1.525, H88 1.093, H89 1.106
82 C -5.085 -2.586 -1.188  C81 1.525, O83 1.412, H90 1.089, H91 1.095
83 O -4.561 -1.278 -1.111  C82 1.412, C84 1.419
84 C -4.619 -0.617 -2.365  O83 1.419, H92 1.096, H93 1.091, H94 1.088
85 H -2.953 -5.449 -0.706  C79 1.098
86 H -4.356 -6.439 -0.420  C79 1.090
87 H -4.372 -4.849 0.230  C79 1.094
88 H -4.309 -3.335 -3.117  C81 1.093
89 H -3.173 -3.288 -1.849  C81 1.106
90 H -5.125 -3.028 -0.193  C82 1.089
91 H -6.105 -2.520 -1.579  C82 1.095
92 H -5.584 -0.809 -2.847  C84 1.096
93 H -3.828 -0.994 -3.017  C84 1.091
94 H -4.560 0.461 -2.235  C84 1.088
95 Cl -0.049 -5.485 -1.398  C96 1.773
96 C 1.666 -5.113 -1.144  Cl95 1.773, C97 1.506, H99 1.091, H100 1.090
97 C 2.565 -5.158 -2.351  C96 1.506, Cl98 1.818, H101 1.084, H102 1.086
98 Cl 1.989 -3.886 -3.514  C97 1.818
99 H 1.962 -5.802 -0.351  C96 1.091
100 H 1.758 -4.136 -0.671  C96 1.090
101 H 2.576 -6.093 -2.898  C97 1.084
102 H 3.539 -4.797 -2.035  C97 1.086
103 Cl -1.043 0.568 1.214  C104 1.774
104 C -2.451 -0.454 0.866  Cl103 1.774, C105 1.516, H107 1.091, H108 1.086
105 C -2.714 -1.604 1.817  C104 1.516, Cl106 1.776, H109 1.088, H110 1.088
106 Cl -1.357 -2.746 1.917  C105 1.776
107 H -2.209 -0.937 -0.083  C104 1.091
108 H -3.346 0.130 0.675  C104 1.086
109 H -3.523 -2.161 1.349  C105 1.088
110 H -3.012 -1.215 2.788  C105 1.088

Löwdin population analysis, charges in e, atoms 1 to 2:
1 O 0.0899
2 C -0.3133